Entry 1:
ORCA calculation (the ωB97M-V functional and the def2-TZVPD basis) on a cluster of 2 separate species, C5H8N2O2 in total.

Computed properties:
energy above the lowest of the compared OMol25 structures with the same formula, charge and spin = 85.5 kcal/mol
LUMO energy = 0.55 eV
highest occupied orbital energy = -0.2904 hartree
total charge = 0
SMILES string = CC(N)=C=O.COC#N
largest force on an atom = 1.08 eV/Å

The geometry in XYZ format:
```
17
Properties=species:S:1:pos:R:3:forces:R:3
C -1.886753 0.543925 0.686557 0.0 -0.2 -0.2
C -1.434446 -0.399027 -0.400162 0.2 0.7 0.2
N -0.397628 0.069664 -1.272147 0.0 -0.1 -0.2
C -1.956264 -1.586454 -0.484394 -0.4 -1.0 0.1
O -2.445840 -2.654784 -0.507667 0.2 0.4 -0.1
H -2.441992 0.010752 1.452687 -0.1 0.0 0.1
H -2.528004 1.321022 0.268027 0.0 0.1 0.0
H -1.017365 1.022595 1.134514 0.0 0.0 0.1
H -0.480306 -0.325458 -2.202681 0.0 0.2 0.0
H -0.438055 1.081779 -1.330564 0.0 -0.1 -0.1
C 2.413416 -0.645192 0.177601 -0.3 -1.0 -0.1
O 2.751948 0.731231 0.367569 0.9 0.2 -0.2
C 1.819126 1.517740 0.710626 0.1 -0.2 -0.1
N 1.008835 2.267028 1.016757 -0.7 0.7 0.3
H 3.265921 -1.092424 -0.329381 0.0 0.1 0.1
H 2.258566 -1.130195 1.144191 0.1 0.1 0.0
H 1.508841 -0.732200 -0.431531 0.2 0.1 0.1
```
Forces are in eV/Å.

Want to see where the charge sits? The natural (NBO) charges in e are: C -0.616; C -0.151; N -0.827; C 0.632; O -0.466; H 0.224; H 0.211; H 0.246; H 0.374; H 0.384; C -0.264; O -0.478; C 0.573; N -0.462; H 0.200; H 0.188; H 0.233

Entry 2:
ORCA calculation (the ωB97M-V functional and the def2-TZVPD basis) on an isolated molecule of C3H8N4O.

Computed properties:
energy above the lowest of the compared OMol25 structures with the same formula, charge and spin = 160.9 kcal/mol
LUMO energy = 0.34 eV
highest occupied orbital energy = -0.3373 hartree
total charge = 0
SMILES string = C/C=N\NC(=O)NN
largest force on an atom = 10.07 eV/Å

The geometry in XYZ format:
```
16
Properties=species:S:1:pos:R:3:forces:R:3
C 1.617584 1.818859 0.277781 3.3 0.9 1.0
C 1.833239 0.624146 1.253787 -1.8 -3.1 -1.4
N 1.166098 -0.631131 1.071048 3.0 8.2 0.9
N 0.243731 -0.308366 0.075206 6.7 7.5 1.0
C -0.786850 -1.011438 0.141618 -7.7 -4.4 4.6
O -1.317435 -1.496312 1.197463 1.3 0.3 -3.1
N -1.357694 -0.918168 -1.030660 -2.4 -2.1 -5.2
N -2.486975 -1.835948 -1.352865 -0.6 2.8 2.4
H 1.933798 1.604539 -0.698510 -0.6 -1.7 -1.9
H 2.517767 2.630778 0.210092 -2.3 -1.1 1.9
H 0.620513 2.227356 0.231721 -0.1 0.8 0.2
H 2.519036 0.898722 2.054054 0.0 -1.2 0.0
H -0.123119 0.872298 0.085568 1.4 -4.7 -0.3
H -0.706618 -0.822109 -1.852497 -1.1 -0.2 1.4
H -3.349665 -1.133084 -1.114244 2.3 -2.9 -0.4
H -2.323412 -2.520143 -0.549562 -1.3 1.0 -1.1
```
Forces are in eV/Å.

Want to see where the charge sits? The natural (NBO) charges in e are: C -0.728; C 0.026; N -0.153; N -0.514; C 0.698; O -0.645; N -0.464; N -0.649; H 0.244; H 0.249; H 0.206; H 0.204; H 0.393; H 0.394; H 0.358; H 0.382

Entry 3:
ORCA calculation (the ωB97M-V functional and the def2-TZVPD basis) on a structure of composition C21H18BrN3O2ReSe.

Computed properties:
energy above the lowest of the compared OMol25 structures with the same formula, charge and spin = 0.0 kcal/mol
LUMO energy (spin up / spin down) = -9.26 / -8.77 eV
highest occupied orbital energy (spin up / spin down) = -0.5109 / -0.5109 hartree
2S+1 = 4
total charge = +2
largest force on an atom = 0.41 eV/Å

The geometry in XYZ format:
```
47
Properties=species:S:1:pos:R:3:forces:R:3
Re 1.801658 -0.410380 0.527696 -0.3 -0.1 -0.3
O -1.155722 3.913360 -1.461400 0.0 -0.1 0.0
C -1.136417 3.994303 -0.085013 0.1 0.0 0.0
C -1.989390 4.888392 0.536796 0.0 0.1 0.0
C -2.035206 4.955401 1.920666 0.0 0.0 0.0
C -1.224687 4.130971 2.687557 0.0 0.0 0.0
C -0.382115 3.223273 2.067823 0.0 0.0 0.0
C -0.341896 3.137076 0.680534 0.0 0.0 0.0
C 0.516905 2.116513 -0.015337 0.0 0.0 -0.1
O 1.249368 1.317776 0.938001 0.1 0.2 0.1
N -0.302838 1.220772 -0.828911 0.0 0.0 0.1
N 0.178164 -0.085517 -0.814731 0.1 0.0 0.1
C -0.419195 -0.965748 -1.554257 0.0 -0.1 0.0
C -0.085443 -2.344456 -1.544865 0.0 0.1 0.0
Br 1.215607 -2.832638 -0.192856 0.1 0.1 0.0
C -0.615684 -3.353343 -2.277887 0.0 -0.1 0.0
C -1.487726 -3.233716 -3.414397 -0.1 0.0 -0.1
C -2.369396 -4.297133 -3.670786 0.0 0.0 0.1
C -3.261614 -4.221516 -4.720290 0.0 0.0 0.0
C -3.257798 -3.108236 -5.552926 0.0 0.0 0.0
C -2.352057 -2.070724 -5.344615 0.0 0.0 0.0
C -1.472044 -2.128483 -4.284884 0.0 0.0 0.0
H -0.306397 4.162873 -1.843162 0.0 0.1 0.0
H -2.600993 5.530324 -0.082841 0.0 0.0 0.0
H -2.698498 5.661780 2.400697 0.0 0.0 0.0
H -1.248418 4.195353 3.766408 0.0 0.0 0.0
H 0.252211 2.583495 2.665447 0.0 0.0 0.0
H 1.274948 2.581095 -0.653223 0.0 0.0 0.0
H -1.287970 1.273461 -0.585946 0.0 -0.1 0.0
H -1.252538 -0.653140 -2.177341 0.0 0.0 0.0
H -0.377148 -4.368709 -1.971982 0.0 0.0 0.0
H -2.360992 -5.167903 -3.026631 0.0 0.0 0.0
H -3.951210 -5.033761 -4.902950 0.0 0.0 0.0
H -3.943385 -3.059696 -6.388292 0.0 0.0 0.0
H -2.321682 -1.234263 -6.028944 0.0 0.0 0.0
H -0.716046 -1.360055 -4.180533 0.0 0.0 0.0
Se 3.987887 -0.642800 1.520721 0.0 0.0 0.0
C 3.752754 -0.735313 3.396329 0.0 0.0 0.0
C 4.844188 -1.164027 4.142657 0.1 0.0 0.0
C 4.679531 -1.252969 5.521275 -0.1 0.0 -0.1
N 3.541952 -0.944472 6.132007 0.0 0.0 0.1
C 2.509247 -0.521752 5.407007 0.1 0.0 -0.1
C 2.558573 -0.396900 4.027231 -0.1 0.0 0.0
H 5.787876 -1.423602 3.681587 0.0 0.0 0.0
H 5.496741 -1.586262 6.148536 0.0 0.0 0.0
H 1.606574 -0.271160 5.950460 0.0 0.0 0.0
H 1.700319 -0.017544 3.485565 0.0 0.0 0.0
```
Forces are in eV/Å.

Want to see where the charge sits? The Mulliken charges in e are: Re 0.860; O -0.582; C 0.337; C -0.392; C -0.431; C -0.728; C -0.557; C 0.162; C 0.383; O -0.519; N -0.230; N -0.284; C -0.111; C 0.362; Br -0.105; C -0.771; C 0.723; C -0.509; C -0.631; C -0.401; C -0.671; C -0.410; H 0.338; H 0.460; H 0.407; H 0.425; H 0.431; H 0.148; H 0.365; H 0.793; H 0.378; H 0.369; H 0.412; H 0.410; H 0.408; H 0.677; Se 0.145; C 0.752; C -0.406; C -0.387; N -0.439; C -0.502; C 0.167; H 0.397; H 0.377; H 0.372; H 0.006

Entry 4:
ORCA calculation (the ωB97M-V functional and the def2-TZVPD basis) on a structure of composition C28H36CsN2O6Te.

Computed properties:
energy above the lowest of the compared OMol25 structures with the same formula, charge and spin = 0.0 kcal/mol
LUMO energy = 1.99 eV
highest occupied orbital energy = -0.1391 hartree
total charge = -1
largest force on an atom = 0.10 eV/Å

The geometry in XYZ format:
```
74
Properties=species:S:1:pos:R:3:forces:R:3
Cs -1.961413 -0.026367 1.154042 -0.1 0.1 0.0
C 1.962455 2.923208 2.884702 0.0 0.0 0.0
C 0.516053 2.734119 2.443239 0.1 0.0 0.0
O 0.262066 1.697096 1.832501 -0.1 0.1 0.0
C -0.459508 3.769410 2.764892 0.0 0.0 0.0
C -0.058084 4.853171 3.576321 0.0 0.0 0.0
C -0.899491 5.873234 3.937271 0.0 0.0 0.0
C -2.227789 5.840587 3.468094 0.0 0.0 0.0
C -2.665579 4.820320 2.676553 0.0 0.0 0.0
C -1.820633 3.721101 2.275822 0.0 0.0 0.0
O -2.291807 2.813413 1.534711 0.0 -0.1 0.0
H 2.543549 2.102246 2.472009 0.0 0.0 0.0
H 2.041940 2.903159 3.973127 0.0 0.0 0.0
H 2.370205 3.872987 2.537192 0.0 0.0 0.0
H 0.960611 4.880359 3.940985 0.0 0.0 0.0
H -0.554105 6.681829 4.567710 0.0 0.0 0.0
H -2.911598 6.637804 3.741726 0.0 0.0 0.0
H -3.686832 4.786504 2.314612 0.0 0.0 0.0
C -0.178788 -2.644369 -1.802142 0.0 0.0 0.0
O -0.303737 -1.224972 -1.733780 0.0 0.0 0.0
C 0.954921 -0.557310 -1.654533 0.0 0.0 0.0
C 1.617046 -0.669026 -0.282350 0.0 0.0 0.0
O 3.002056 -0.377817 -0.385784 0.0 0.0 0.0
C 3.771661 -1.520150 -0.685448 0.0 0.0 0.0
H 0.545283 -2.921293 -2.579152 0.0 0.0 0.0
H -1.160993 -3.034530 -2.066513 0.0 0.0 0.0
H 0.110883 -3.075247 -0.840991 0.0 0.0 0.0
H 0.757179 0.488996 -1.895801 0.0 0.0 0.0
H 1.623781 -0.958503 -2.426722 0.0 0.0 0.0
H 1.462857 -1.670508 0.136400 0.0 0.0 0.0
H 1.195747 0.054954 0.415141 0.0 0.0 0.0
H 3.673615 -2.275694 0.101719 0.0 0.0 0.0
H 4.810867 -1.202519 -0.753180 0.0 0.0 0.0
H 3.482539 -1.976037 -1.640257 0.0 0.0 0.0
C -4.978456 -7.693326 3.394886 0.0 0.0 0.0
C -3.908525 -6.673566 3.105452 0.0 0.0 0.0
C -3.688404 -6.198617 1.822917 0.0 0.0 0.0
C -2.694257 -5.262241 1.542578 0.0 0.0 0.0
C -2.530804 -4.797553 0.123229 0.0 0.0 0.0
C -1.875580 -4.768756 2.570396 0.0 0.0 0.0
Te -0.334745 -3.353512 2.180688 0.0 0.0 0.0
C -2.095495 -5.245800 3.877148 0.0 0.0 0.0
C -1.263439 -4.769024 5.034829 0.0 0.0 0.0
C -3.097632 -6.179039 4.119144 0.0 0.0 0.0
H -5.570980 -7.902946 2.503461 0.0 0.0 0.0
H -5.658988 -7.346344 4.175769 0.0 0.0 0.0
H -4.546771 -8.637273 3.736986 0.0 0.0 0.0
H -4.308395 -6.564061 1.008804 0.0 0.0 0.0
H -3.258281 -5.281037 -0.532355 0.0 0.0 0.0
H -1.522509 -5.008401 -0.241042 0.0 0.0 0.0
H -2.653855 -3.713698 0.059200 0.0 0.0 0.0
H -1.330764 -3.684900 5.142160 0.0 0.0 0.0
H -0.206708 -4.986917 4.869488 0.0 0.0 0.0
H -1.586540 -5.243019 5.963779 0.0 0.0 0.0
H -3.247353 -6.530798 5.136549 0.0 0.0 0.0
O 0.988217 -1.145428 -5.954375 0.0 0.0 0.0
C -0.321270 -1.517474 -5.590998 0.0 0.0 0.0
N -0.884139 -0.685891 -4.555023 0.0 0.1 0.0
C -1.072630 0.631331 -4.825860 0.0 0.0 0.0
O -0.822999 1.115082 -5.924364 0.0 0.0 0.0
C -1.577263 1.451859 -3.687353 0.0 0.0 0.0
C -1.234902 2.796067 -3.601974 0.0 0.0 0.0
C -1.653636 3.517112 -2.501100 0.0 0.0 0.0
C -2.412426 2.876802 -1.526168 0.0 0.1 0.0
N -2.783397 1.600084 -1.621862 0.0 -0.1 0.0
C -2.367749 0.912161 -2.681005 0.0 0.0 0.0
H 0.908837 -0.257427 -6.329282 0.0 0.0 0.0
H -0.273912 -2.539555 -5.222079 0.0 0.0 0.0
H -0.984227 -1.472712 -6.457996 0.0 0.0 0.0
H -0.764689 -0.943534 -3.578204 0.0 0.0 0.0
H -0.635477 3.239575 -4.386700 0.0 0.0 0.0
H -1.387975 4.557686 -2.374891 0.0 0.0 0.0
H -2.713963 3.387437 -0.618907 0.0 0.0 0.0
H -2.683512 -0.123859 -2.734341 0.0 0.0 0.0
```
Forces are in eV/Å.

Want to see where the charge sits? The Mulliken charges in e are: Cs 1.215; C -1.470; C 0.794; O -0.504; C 0.458; C -0.512; C -0.826; C -0.338; C -0.595; C 0.121; O -0.668; H 0.275; H 0.364; H 0.395; H 0.294; H 0.365; H 0.345; H 0.385; C -0.565; O -0.421; C -0.354; C 0.459; O -0.426; C -0.673; H 0.321; H 0.351; H 0.012; H 0.084; H 0.310; H 0.043; H -0.174; H 0.280; H 0.292; H 0.250; C -1.409; C 0.689; C -1.294; C 1.342; C -1.152; C -0.522; Te -0.327; C 1.346; C -1.685; C -1.040; H 0.338; H 0.325; H 0.298; H 0.176; H 0.317; H 0.282; H 0.169; H 0.318; H 0.337; H 0.343; H 0.263; O -0.560; C -0.532; N 0.061; C 0.297; O -0.716; C 0.518; C -0.433; C -0.652; C -0.335; N -0.540; C -0.171; H 0.368; H 0.391; H 0.304; H 0.095; H 0.479; H 0.421; H 0.486; H 0.516